[1]
The following is a DFT calculation (wB97M-V/def2-TZVPD) of a molecular structure, C4H2FHgMgO4.

The geometry in XYZ format:
```
13
Properties=species:S:1:pos:R:3:forces:R:3
O 1.08887 1.16403 0.32678 2.31 -0.35 -0.95
C -0.22588 1.86312 0.06419 -1.40 2.17 3.69
O -0.29127 3.00217 0.38985 1.26 -1.49 -1.88
O 1.20245 -0.85173 -0.66737 0.90 -0.10 -0.25
C 1.76568 0.16160 -0.17090 -1.58 0.88 0.72
C -0.27319 -1.13091 -0.66763 -0.99 -0.31 -0.37
O -1.22148 1.04483 0.03192 -0.17 -3.29 -0.04
C -1.04614 -0.44738 0.39388 0.07 0.92 0.60
Mg 3.92838 0.17706 0.05264 -0.42 0.09 0.00
H -0.30261 -2.21714 -0.54482 0.08 0.25 0.05
H -0.63735 -0.86556 -1.66634 0.15 0.00 0.25
F -0.40278 -0.65875 1.63027 -0.91 0.98 -1.65
Hg -3.58468 -1.24134 0.82754 0.69 0.25 -0.17
```
Positions in Å, forces in eV/Å.

Highest occupied orbital energy (alpha / beta) (eV): -15.022 / -16.407
⟨S²⟩: 0.76
Lowest unoccupied orbital energy (alpha / beta) (eV): -11.3 / -11.3
Multiplicity: 2
Charge: +2

***

[2]
The following is a DFT calculation (wB97M-V/def2-TZVPD) of a molecular structure, C3H7MgO3Yb.

The geometry in XYZ format:
```
15
Properties=species:S:1:pos:R:3:forces:R:3
O 1.64975 -0.32318 1.67641 -0.97 -0.63 -0.14
C 2.28980 0.63705 0.91023 0.70 0.57 -0.43
C 1.28688 1.55772 0.22620 0.43 0.58 0.36
O 0.27805 0.71315 -0.36267 -0.43 -1.05 0.19
C -0.62513 1.30414 -1.18996 -0.23 0.53 -0.43
Yb -0.08448 -1.27027 1.02229 1.01 0.82 0.19
H 2.92773 0.17962 0.12497 -0.20 0.07 0.31
H 2.95765 1.28530 1.51203 -0.24 -0.29 -0.14
H 1.75321 2.16560 -0.56266 -0.13 -0.17 0.19
H 0.78617 2.21598 0.95252 0.10 -0.17 -0.21
H -4.72008 -3.86924 -1.08803 0.28 -0.14 0.35
H -0.30425 2.21004 -1.70655 -0.25 -0.36 0.14
Mg -2.58445 -3.35694 0.33837 -1.44 -0.75 -0.66
O -4.13455 -4.14096 -0.36906 1.01 0.77 0.25
H -1.47630 0.69199 -1.48407 0.35 0.20 0.02
```
Positions in Å, forces in eV/Å.

Highest occupied orbital energy (alpha / beta) (eV): -11.853 / -12.655
⟨S²⟩: 2.02
Lowest unoccupied orbital energy (alpha / beta) (eV): -4.3 / -6.6
Multiplicity: 3
Charge: +1

***

[3]
The following is a DFT calculation (wB97M-V/def2-TZVPD) of a molecular structure, C26H19Br2Cl2N2OSY.

The geometry in XYZ format:
```
54
Properties=species:S:1:pos:R:3:forces:R:3
Y 1.32491 0.08931 0.72913 0.18 -1.21 0.24
C 3.29444 -2.15574 1.94579 -0.09 -0.10 0.02
C 3.49282 -1.99615 0.56172 -0.26 0.17 -0.12
C 3.76242 -0.63717 0.31383 0.38 0.28 0.17
C 3.70390 0.04911 1.56084 0.57 0.01 -0.21
C 3.41368 -0.90241 2.56358 -0.23 0.27 -0.17
H 3.11223 -3.09592 2.45117 0.00 -0.01 0.00
H 3.48871 -2.77986 -0.18232 -0.01 -0.02 0.00
H 4.01157 -0.19545 -0.64201 0.03 0.00 0.04
H 3.90666 1.10152 1.71752 0.04 -0.04 0.00
H 3.30766 -0.68935 3.61667 0.01 -0.01 0.02
Cl 0.84488 -0.94444 -1.85136 -0.03 -0.09 -0.19
C 0.98426 0.38710 -3.00157 0.04 0.23 -0.02
C 0.78618 0.04781 -4.32672 -0.01 -0.04 -0.01
C 0.87855 1.03228 -5.29421 -0.01 -0.04 -0.01
C 1.16583 2.33337 -4.91664 0.00 0.01 0.03
C 1.35996 2.64331 -3.58373 -0.01 -0.16 0.08
Cl 1.71498 4.28312 -3.17547 0.01 0.11 -0.07
C 1.28127 1.68072 -2.55339 -0.06 -0.01 -0.14
S 1.53128 2.16207 -0.90275 0.05 0.12 -0.02
H 0.56537 -0.97714 -4.58915 -0.01 -0.01 -0.02
H 0.72716 0.78774 -6.33567 0.00 -0.02 -0.02
H 1.24269 3.12194 -5.65149 0.00 0.00 -0.02
Br 0.81785 3.71088 4.19893 -0.03 0.02 0.00
C -0.52189 3.21551 2.96941 0.16 -0.33 -0.07
C -1.65640 4.02376 2.82755 -0.20 0.06 -0.09
C -2.63726 3.69384 1.93632 0.03 0.06 0.08
Br -4.15851 4.81563 1.78460 0.02 0.00 0.01
C -2.52466 2.53598 1.12893 0.11 -0.03 0.09
C -3.47346 2.12617 0.17202 0.02 -0.14 -0.08
C -3.24763 0.99436 -0.56337 -0.05 0.11 0.07
C -2.06433 0.27205 -0.35671 0.11 -0.05 0.01
N -1.15483 0.62121 0.52689 -0.07 -0.11 -0.17
C -1.37113 1.73106 1.28106 -0.08 0.26 0.20
C -0.34121 2.05835 2.23025 -0.46 0.57 0.09
O 0.70009 1.28769 2.33764 0.20 0.10 0.38
H -1.74098 4.91435 3.43363 -0.04 0.01 -0.01
H -4.36940 2.71401 0.03080 -0.01 0.00 -0.02
H -3.95645 0.65484 -1.30445 -0.01 0.00 -0.02
H -1.86332 -0.61980 -0.93973 0.03 0.02 0.00
N 0.22518 -1.82394 2.01483 -0.22 0.01 -0.03
C -0.62644 -2.64554 1.22544 -0.11 -0.04 -0.13
C -0.06547 -3.49293 0.27380 0.02 0.01 0.06
C -0.88673 -4.23255 -0.56195 0.01 -0.02 -0.01
C -2.26623 -4.12816 -0.46458 -0.03 -0.02 -0.06
C -2.82194 -3.28144 0.48210 -0.02 -0.02 0.04
C -2.00929 -2.54437 1.32855 0.08 0.03 0.04
H 1.05238 -2.30967 2.34794 -0.04 0.02 0.01
H -0.26332 -1.40161 2.79641 0.03 0.02 0.01
H 1.01347 -3.56700 0.19479 0.00 0.00 0.00
H -0.44302 -4.89282 -1.29511 0.01 -0.01 -0.01
H -2.90400 -4.70402 -1.12075 -0.01 -0.01 -0.01
H -3.89684 -3.19511 0.56866 -0.02 0.00 0.00
H -2.44557 -1.87650 2.06231 0.00 0.00 0.01
```
Positions in Å, forces in eV/Å.

Highest occupied orbital energy (eV): -7.833
Lowest unoccupied orbital energy (eV): -0.4

***

Table of energy relative to the best compared isomer or geometry (same formula, charge and spin) (kcal/mol), in record order: 18.34 0.00 15.03
Table of largest force on an atom (eV/Å), in record order: 4.505 1.752 1.242